No. 1
11
Properties=species:S:1:pos:R:3 method="wB97M-V/def2-TZVPD" homo_lumo_gap_ev=8.2 homo_energy_ev=-7.27 lumo_energy_ev=0.90 total_charge=0
O -1.27 -0.24 -0.12
C 0.76 0.97 -0.15
C 1.06 -0.34 -0.05
C -0.17 -1.16 0.18
C -0.62 1.37 -0.02
H -1.06 1.82 -0.92
H 1.51 1.75 -0.29
H 2.05 -0.78 -0.09
H -0.29 -2.02 -0.49
H -1.68 0.13 0.72
H -0.29 -1.50 1.22


No. 2
12
Properties=species:S:1:pos:R:3 method="wB97M-V/def2-TZVPD" homo_lumo_gap_ev="8.2 / 8.2" homo_energy_ev="-9.65 / -9.65" lumo_energy_ev="-1.42 / -1.42" total_charge=0
O 1.62 0.00 -0.84
O -0.29 2.11 2.16
C 0.01 0.11 0.89
C 0.51 -0.34 -0.39
C 0.37 1.51 1.34
C -0.59 -0.90 -1.27
H -0.13 -1.54 -2.01
H 1.16 2.00 0.75
H -0.99 0.01 -1.74
H 0.66 -1.27 0.51
H -0.92 -0.27 1.32
H -1.40 -1.40 -0.73


No. 3
12
Properties=species:S:1:pos:R:3 method="wB97M-V/def2-TZVPD" smiles="CC(=O)[C@H]1CO1" homo_lumo_gap_ev=10.8 homo_energy_ev=-9.88 lumo_energy_ev=0.93 total_charge=0
O 0.43 1.96 0.78
O 0.30 -1.60 0.25
C 0.43 0.84 -1.34
C -0.95 -1.19 0.78
C 0.26 -0.37 0.94
C 0.38 0.91 0.16
H 0.75 -0.36 1.91
H -0.08 -0.04 -1.74
H 0.03 1.76 -1.77
H -1.33 -1.75 1.63
H 1.49 0.75 -1.64
H -1.70 -0.91 0.03


No. 4
12
Properties=species:S:1:pos:R:3 method="wB97M-V/def2-TZVPD" homo_lumo_gap_ev="8.6 / 7.0" homo_energy_ev="-8.51 / -7.78" lumo_energy_ev="0.06 / -0.82" total_charge=0
O -1.86 -0.33 3.09
O -0.12 0.45 0.06
C -1.08 0.67 1.14
C 1.34 -0.45 -1.62
C 0.51 0.69 -1.08
C -1.23 -0.41 2.04
H -1.88 1.46 1.27
H 2.14 -0.15 -2.26
H 0.58 -1.18 -2.12
H 1.81 -1.18 -0.92
H 0.28 1.59 -1.64
H -0.49 -1.18 2.04


No. 5
12
Properties=species:S:1:pos:R:3 method="wB97M-V/def2-TZVPD" smiles="O=CC[C@H]1CO1" homo_lumo_gap_ev=11.1 homo_energy_ev=-10.11 lumo_energy_ev=1.03 total_charge=0
O -0.98 -2.06 1.25
O 0.80 1.50 -0.96
C 0.40 0.54 -0.01
C -1.19 -0.88 1.12
C -0.96 -0.11 -0.16
C 1.54 0.28 -0.89
H 0.63 0.83 1.02
H 2.54 0.36 -0.48
H -1.73 0.67 -0.27
H -1.49 -0.25 1.99
H -1.01 -0.79 -1.01
H 1.44 -0.37 -1.75


No. 6
12
Properties=species:S:1:pos:R:3 method="wB97M-V/def2-TZVPD" smiles="O=C1CCCO1" homo_lumo_gap_ev=11.3 homo_energy_ev=-10.47 lumo_energy_ev=0.87 total_charge=0
O 2.36 1.00 0.35
O 0.17 1.48 0.00
C -0.61 -0.67 0.37
C -1.04 0.73 0.07
C 0.83 -0.74 -0.54
C 1.30 0.62 -0.06
H -0.30 -0.68 1.42
H 1.65 -1.49 -0.47
H -1.70 0.90 -0.80
H -1.51 -1.32 0.28
H -1.66 0.87 0.97
H 0.52 -0.69 -1.59


No. 7
12
Properties=species:S:1:pos:R:3 method="wB97M-V/def2-TZVPD" smiles="C=COCC=O" homo_lumo_gap_ev=10.2 homo_energy_ev=-9.26 lumo_energy_ev=0.94 total_charge=0
O -1.85 2.59 -0.14
O -0.28 -0.47 0.00
C -1.71 1.39 -0.18
C 1.05 -0.61 -0.26
C -0.69 0.69 0.70
C 1.58 -1.82 -0.42
H 1.62 0.31 -0.36
H 0.97 -2.70 -0.29
H 2.61 -1.94 -0.73
H -2.36 0.77 -0.84
H 0.13 1.38 0.95
H -1.18 0.43 1.64


No. 8
12
Properties=species:S:1:pos:R:3 method="wB97M-V/def2-TZVPD" smiles="C[C@@]1(C=O)CO1" homo_lumo_gap_ev=10.9 homo_energy_ev=-10.11 lumo_energy_ev=0.82 total_charge=0
O 1.30 0.74 0.52
O -2.21 0.80 0.17
C 1.03 -0.58 0.95
C -0.11 -0.22 -1.37
C -1.12 0.80 0.70
C 0.08 0.14 0.08
H 1.65 -1.34 0.47
H -0.06 0.66 -2.01
H 0.84 -0.73 2.01
H -1.10 -0.66 -1.48
H 0.64 -0.95 -1.70
H -0.94 1.33 1.66


Relative energy (zero: lowest compared OMol25 entry of this formula, charge and spin) (computed, eV): 3.605, 4.147, 1.670, 5.159, 2.069, 1.147, 2.023, 1.797